Formula: C20H28ClF5N5O5P2S
Source: OMol25
Level of theory: ωB97M-V/def2-TZVPD

Summary:
LUMO: 2.10 eV
total charge: -1
gap between HOMO and LUMO: 7.71 eV

Each atom is followed by the atoms it is bonded to, with distances in Å.
Cartesian coordinates (Å):
1 O 1.94606 1.64849 0.94904  P2 1.498
2 P 0.90659 0.70116 1.46459  O1 1.498, C3 1.872, H32 1.396, H33 1.401
3 C -0.38311 0.05792 0.27052  P2 1.872, C4 1.533, O10 1.380, C26 1.588
4 C -0.62808 1.28403 -0.61564  C3 1.533, C5 1.398, N9 1.326
5 C 0.14851 1.56363 -1.74417  C4 1.398, C6 1.381, H34 1.073
6 C -0.06238 2.73912 -2.43834  C5 1.381, C7 1.391, H35 1.083
7 C -1.03389 3.62731 -1.98763  C6 1.391, C8 1.385, H36 1.079
8 C -1.74628 3.26461 -0.85697  C7 1.385, N9 1.333, H37 1.083
9 N -1.55397 2.12975 -0.18478  C4 1.326, C8 1.333
10 O -1.48085 -0.15087 1.08057  C3 1.380, P11 1.751
11 P -1.61414 -1.77879 1.71150  O10 1.751, C12 1.954, O25 1.729, H38 1.436, H39 1.434, H40 1.463
12 C -3.28760 -1.94474 0.71707  P11 1.954, F13 1.383, F14 1.390, C15 1.503
13 F -3.22951 -1.38446 -0.54639  C12 1.383
14 F -4.28930 -1.24453 1.37881  C12 1.390
15 C -3.72525 -3.37368 0.56136  C12 1.503, C16 1.391, C24 1.378
16 C -3.18491 -4.13605 -0.46874  C15 1.391, C17 1.374, H41 1.081
17 C -3.53710 -5.45582 -0.61477  C16 1.374, C18 1.383, H42 1.082
18 C -4.42795 -6.04286 0.26490  C17 1.383, C19 1.379, H43 1.081
19 C -4.96147 -5.28524 1.28641  C18 1.379, C20 1.490, C24 1.384
20 C -5.91918 -5.88063 2.25970  C19 1.490, F21 1.366, F22 1.373, F23 1.367
21 F -7.08582 -5.17507 2.33869  C20 1.366
22 F -5.42750 -5.91852 3.54072  C20 1.373
23 F -6.25706 -7.16737 1.94663  C20 1.367
24 C -4.61424 -3.95462 1.43916  C15 1.378, C19 1.384, H44 1.081
25 O -0.79236 -2.27941 0.27446  P11 1.729, C26 1.396
26 C -0.07206 -1.32442 -0.44610  C3 1.588, O25 1.396, S27 1.843, C28 1.541
27 S -0.78546 -1.44633 -2.14134  C26 1.843, H45 1.338
28 C 1.38690 -1.81908 -0.42069  C26 1.541, C29 1.530, H46 1.090, H47 1.091
29 C 2.48694 -1.00685 -1.10801  C28 1.530, C30 1.532, H48 1.090, H49 1.086
30 C 3.88698 -1.50203 -0.72972  C29 1.532, Cl31 1.783, H50 1.087, H51 1.087
31 Cl 4.72928 -2.31000 -2.07816  C30 1.783
32 H 0.05991 1.28142 2.41087  P2 1.396
33 H 1.46031 -0.38758 2.15070  P2 1.401
34 H 0.90330 0.87617 -2.07451  C5 1.073
35 H 0.53424 2.97778 -3.30952  C6 1.083
36 H -1.20436 4.57817 -2.46901  C7 1.079
37 H -2.49040 3.94086 -0.45405  C8 1.083
38 H -2.34025 -1.28960 2.84984  P11 1.436
39 H -1.72551 -3.13418 2.16628  P11 1.434
40 H -0.34723 -1.63296 2.42747  P11 1.463
41 H -2.47544 -3.68273 -1.14661  C16 1.081
42 H -3.11321 -6.03863 -1.42144  C17 1.082
43 H -4.71113 -7.08044 0.16024  C18 1.081
44 H -5.03157 -3.36335 2.24201  C24 1.081
45 H 0.36692 -1.40620 -2.82032  S27 1.338
46 H 1.35865 -2.81753 -0.85733  C28 1.090
47 H 1.62918 -1.93050 0.63738  C28 1.091
48 H 2.38004 -1.08724 -2.19023  C29 1.090
49 H 2.42620 0.04381 -0.83968  C29 1.086
50 H 3.83785 -2.21636 0.08872  C30 1.087
51 H 4.52897 -0.68243 -0.41548  C30 1.087
52 C 5.95004 2.25852 0.68581  O53 1.221, N54 1.379, N55 1.357
53 O 6.36730 1.77537 -0.35493  C52 1.221
54 N 6.81416 2.73672 1.64785  C52 1.379, H56 1.001, H57 1.001
55 N 4.63083 2.36235 0.98636  C52 1.357, H58 1.006, H59 1.002
56 H 6.50696 3.12964 2.51606  N54 1.001
57 H 7.79448 2.66463 1.45773  N54 1.001
58 H 3.94308 2.00273 0.34604  N55 1.006
59 H 4.28527 2.73410 1.84985  N55 1.002
60 C 1.04273 6.96073 -1.45641  O61 1.216, N62 1.367, N63 1.373
61 O -0.10284 6.56570 -1.55948  C60 1.216
62 N 1.98560 6.25969 -0.75775  C60 1.367, H64 1.001, H65 1.005
63 N 1.47921 8.12375 -2.04123  C60 1.373, H66 1.002, H67 1.001
64 H 2.94087 6.54727 -0.67097  N62 1.001
65 H 1.69560 5.38877 -0.34915  N62 1.005
66 H 0.80707 8.65118 -2.56399  N63 1.002
67 H 2.42140 8.45574 -1.97381  N63 1.001

Löwdin analysis output, partial charges in e: O -0.459; P 0.820; C -0.536; C -0.283; C -0.058; C -0.059; C -0.076; C -0.126; N 0.140; O -0.324; P 0.574; C -0.496; F -0.003; F 0.000; C -0.155; C -0.010; C -0.060; C -0.028; C -0.136; C -0.524; F 0.114; F 0.109; F 0.100; C 0.042; O -0.354; C -0.728; S 0.881; C -0.192; C -0.273; C -0.574; Cl 0.531; H 0.036; H 0.004; H 0.077; H 0.104; H 0.081; H 0.103; H 0.005; H 0.006; H -0.012; H 0.090; H 0.104; H 0.111; H 0.134; H -0.141; H 0.123; H 0.096; H 0.077; H 0.071; H 0.068; H 0.055; C -0.689; O 0.009; N 0.131; N 0.153; H 0.081; H 0.091; H 0.062; H 0.086; C -0.675; O 0.024; N 0.158; N 0.141; H 0.089; H 0.106; H 0.096; H 0.085